The following is a quantum chemistry calculation of a molecular structure, C34H54N3O2P2Sr in a non-equilibrium geometry, from the Open Molecules 2025 dataset.

Values from the calculation:
spin multiplicity	1
E_tot	-64109.4134	eV
highest occupied orbital energy	-7.91	eV
ΔE to the lowest compared entry with this formula, charge and spin	0.0000	eV
total charge	+1
orbital gap	5.5	eV

Last column: Mulliken charge in e.
Element x y z (Å)
C 2.8844 0.2518 0.6323  -0.966
C 2.1912 1.4289 -1.2805  0.317
C 4.2336 0.4927 0.3602  -0.854
C 3.5361 1.8354 -1.5052  -1.052
C 4.5533 1.3471 -0.7063  -0.781
H 4.9932 0.0082 0.9779  0.458
H 3.7166 2.5496 -2.3084  0.465
H 5.5928 1.6301 -0.8871  0.394
N 1.8882 0.7048 -0.1478  1.764
P 1.0500 0.1543 2.7513  1.130
P -0.4333 1.2136 -2.5658  0.147
C 2.4575 -0.6067 1.8295  -0.181
H 2.1137 -1.5665 1.4169  0.120
H 3.3039 -0.8395 2.4895  0.515
C 1.2005 1.7588 -2.2568  -0.702
H 1.5272 2.5111 -2.9963  0.208
C -0.1413 -0.0145 -4.0361  1.566
C -1.4163 2.8407 -3.0172  1.920
C 0.3456 -1.3226 3.7343  1.974
C 1.9338 1.4596 3.7872  1.463
C -1.3100 -1.0143 -3.9825  -1.548
H -2.2843 -0.5110 -4.0685  0.286
H -1.2202 -1.7289 -4.8134  0.475
H -1.3052 -1.5784 -3.0410  0.129
C -0.0790 0.7215 -5.3724  -2.040
H -1.0215 1.2094 -5.6451  0.323
H 0.7356 1.4581 -5.3835  0.377
H 0.1461 -0.0141 -6.1604  0.539
C 1.2013 -0.7358 -3.8536  -1.233
H 1.3205 -1.4989 -4.6382  0.641
H 2.0422 -0.0360 -3.9284  0.334
H 1.2619 -1.2387 -2.8878  -0.384
C -2.8161 2.3933 -3.4779  -1.725
H -3.3141 1.7701 -2.7198  0.191
H -3.4406 3.2836 -3.6443  0.509
H -2.7854 1.8302 -4.4215  0.271
C -1.5440 3.7129 -1.7527  -1.436
H -2.1170 3.2213 -0.9519  -0.144
H -0.5660 4.0136 -1.3524  0.246
H -2.0916 4.6309 -2.0238  0.563
C -0.7482 3.6904 -4.0999  -1.833
H -0.6102 3.1637 -5.0494  0.280
H -1.4142 4.5449 -4.2999  0.554
H 0.2158 4.0979 -3.7722  0.334
C 0.9680 1.9691 4.8740  -1.712
H 1.4706 2.7765 5.4296  0.502
H 0.0423 2.3813 4.4494  0.207
H 0.7039 1.1869 5.5995  0.287
C 2.3255 2.6231 2.8540  -1.500
H 3.0973 2.3196 2.1353  0.338
H 1.4646 3.0230 2.3022  -0.006
H 2.7436 3.4323 3.4738  0.516
C 3.2213 0.9401 4.4302  -1.802
H 3.6444 1.7544 5.0375  0.537
H 3.0516 0.0891 5.0953  0.264
H 3.9745 0.6644 3.6829  0.321
C 0.1978 -2.5521 2.8145  -1.860
H 1.1709 -2.9564 2.5050  0.359
H -0.3153 -3.3430 3.3832  0.609
H -0.4011 -2.3557 1.9106  0.127
C -1.0460 -0.9286 4.2700  -1.659
H -1.7599 -0.7121 3.4587  0.237
H -1.4457 -1.7765 4.8476  0.488
H -1.0101 -0.0537 4.9330  0.269
C 1.2837 -1.6775 4.8879  -2.117
H 2.2972 -1.9121 4.5349  0.353
H 1.3319 -0.8926 5.6539  0.339
H 0.8966 -2.5821 5.3816  0.551
Sr -0.7769 0.5039 0.3756  2.317
C -0.8423 2.8951 1.8080  0.190
O -1.1349 3.8908 2.3081  -0.195
N -0.0879 -1.5848 -0.7365  -0.163
C 0.4773 -2.5167 -1.1855  -0.337
C 0.9618 -3.8159 -1.5376  0.487
C 0.2115 -4.9370 -1.1291  -0.328
C 2.1699 -4.0065 -2.2397  -0.149
C 0.6163 -6.2255 -1.4783  -0.666
H -0.6830 -4.7845 -0.5205  0.424
C 2.5681 -5.2974 -2.6089  -0.745
H 2.7925 -3.1351 -2.4688  0.445
C 1.7786 -6.4016 -2.2406  -0.351
H 0.0281 -7.0919 -1.1551  0.389
H 3.4938 -5.4368 -3.1747  0.396
H 2.0848 -7.4012 -2.5510  0.401
C -5.3300 -0.9702 2.0122  -0.740
N -5.3170 0.2736 1.2412  0.167
C -6.5569 1.0172 1.0314  -0.833
C -4.1813 0.7443 0.7452  -0.203
O -3.0723 0.1568 0.8976  -0.875
H -6.3672 -1.1543 2.2962  0.295
H -4.7126 -0.8728 2.9156  0.271
H -4.9546 -1.8028 1.4038  0.266
H -6.4615 2.0322 1.4499  0.334
H -6.7672 1.1053 -0.0465  0.338
H -7.3669 0.4776 1.5299  0.255
H -4.2642 1.6982 0.1825  0.349

Cartesian forces, eV/Å:
C 0.7 -0.1 -0.2
C -1.4 0.0 -0.8
C -0.6 -0.6 0.8
C 1.0 0.1 0.5
C -0.5 0.5 -0.6
H -0.2 0.3 -0.2
H 0.1 -0.3 0.1
H -0.3 -0.1 0.0
N -0.2 0.0 0.1
P 0.0 -0.4 -0.3
P 0.3 0.0 0.6
C 0.2 -0.1 -0.6
H 0.0 0.3 0.1
H -0.2 0.1 -0.2
C 0.9 1.3 0.6
H 0.2 -0.5 0.3
C -0.7 0.6 0.2
C 0.4 -1.1 -0.3
C 0.5 0.7 0.2
C -0.2 -0.3 0.2
C 0.1 -0.1 -0.3
H 0.2 -0.1 0.0
H -0.1 0.1 0.1
H 0.0 0.2 -0.2
C 0.0 -0.3 -0.4
H 0.2 -0.1 0.1
H -0.2 -0.1 0.0
H -0.1 0.2 0.1
C 0.0 0.1 0.0
H -0.2 0.2 0.1
H -0.2 -0.2 0.1
H 0.1 0.2 -0.1
C 0.0 0.3 0.0
H 0.1 0.1 -0.2
H 0.0 -0.2 0.0
H 0.0 0.1 0.3
C 0.1 -0.1 -0.1
H 0.0 -0.1 -0.1
H -0.2 -0.2 -0.1
H 0.1 -0.3 0.1
C -0.2 0.3 -0.1
H 0.0 0.1 0.3
H 0.2 -0.1 0.0
H -0.2 -0.2 0.0
C 0.2 0.1 0.1
H -0.2 -0.2 -0.1
H 0.2 -0.1 0.1
H 0.1 0.2 -0.2
C -0.1 0.0 0.0
H -0.2 0.1 0.1
H 0.4 -0.1 0.1
H -0.1 -0.2 -0.2
C 0.2 0.2 0.3
H 0.0 -0.2 -0.1
H 0.1 0.2 -0.1
H -0.2 0.1 0.2
C 0.0 0.0 0.1
H -0.3 0.1 0.1
H 0.1 0.2 -0.1
H 0.2 0.0 0.2
C 0.1 -0.1 0.1
H 0.2 -0.1 0.1
H 0.0 0.2 -0.1
H 0.0 -0.2 -0.2
C -0.3 -0.6 0.3
H -0.3 0.1 0.1
H 0.0 -0.2 -0.3
H 0.1 0.1 0.0
Sr 0.9 0.4 -0.7
C -1.3 3.6 1.5
O 1.0 -3.1 -1.5
N 1.9 -3.3 -1.5
C -2.0 2.1 2.0
C 0.7 -0.9 -0.4
C -0.1 0.0 0.0
C -0.1 0.0 0.0
C 0.2 0.2 -0.1
H 0.2 -0.1 -0.3
C -0.4 0.1 0.3
H -0.3 -0.4 -0.1
C 0.1 0.4 -0.1
H 0.3 0.4 -0.2
H -0.4 0.0 0.2
H -0.1 0.3 0.1
C 0.1 0.0 0.0
N 0.5 0.2 -0.2
C -0.1 0.4 -0.3
C 0.6 -0.8 0.4
O -1.6 0.8 -0.1
H 0.3 -0.1 0.0
H -0.1 0.0 -0.3
H -0.1 0.2 0.2
H -0.2 -0.4 -0.1
H -0.1 -0.1 0.4
H 0.1 0.3 -0.2
H 0.0 -0.4 0.2